# 1
C15H20N4OS | wB97M-V/def2-TZVPD

Lowest unoccupied orbital energy, eV: 0.08
E_HOMO, eV: -7.813
Kohn-Sham gap, eV: 7.893
Relative energy (zero: lowest compared OMol25 entry of this formula, charge and spin), kJ/mol: 147.3
SMILES string: C=CCSC1=NC(N)=C(C#N)C2(CCCCC2)[C@H]1C(N)=O

Last column: natural (NBO) charge in e.
Cartesian coordinates (Å):
C  3.25484  -2.22579  4.10165  -0.378
C  2.20492  -1.78960  3.43033  -0.195
C  1.37962  -2.64192  2.53655  -0.551
S  1.55052  -2.09295  0.79677  0.288
C  0.46310  -0.73393  0.76604  0.216
N  -0.22307  -0.44241  1.79604  -0.537
C  -1.12180  0.60525  1.72341  0.433
N  -1.63800  0.96760  2.93492  -0.780
C  -1.53109  1.12013  0.52841  -0.320
C  -2.53754  2.08416  0.50190  0.290
N  -3.37531  2.87518  0.51297  -0.364
C  -0.95890  0.60467  -0.77957  0.021
C  -0.91661  1.74091  -1.80869  -0.423
C  -0.32568  1.29548  -3.14805  -0.407
C  -0.82161  -0.09816  -3.56398  -0.403
C  -2.10427  -0.45667  -2.82287  -0.400
C  -1.86211  -0.53998  -1.31448  -0.409
C  0.46270  0.06655  -0.50782  -0.417
C  1.50982  1.15409  -0.23662  0.699
N  2.73467  0.84672  -0.72135  -0.819
O  1.29167  2.16864  0.38174  -0.599
H  3.83136  -1.57686  4.73758  0.204
H  3.57343  -3.25433  4.05090  0.189
H  1.89826  -0.75384  3.48110  0.212
H  1.69756  -3.68319  2.55005  0.232
H  0.31671  -2.55027  2.75983  0.260
H  -1.09260  0.71693  3.74227  0.397
H  -2.13607  1.84166  2.97424  0.404
H  -0.34085  2.57642  -1.40840  0.241
H  -1.93792  2.09710  -1.95359  0.221
H  -0.61083  2.03060  -3.90238  0.215
H  0.76496  1.30149  -3.09253  0.199
H  -0.06615  -0.85713  -3.34572  0.184
H  -0.99784  -0.12534  -4.64050  0.214
H  -2.86500  0.29491  -3.03766  0.202
H  -2.48424  -1.41742  -3.17598  0.213
H  -2.82616  -0.50509  -0.80125  0.226
H  -1.40539  -1.50301  -1.07248  0.199
H  0.80095  -0.55974  -1.33390  0.239
H  2.94379  -0.04702  -1.12973  0.397
H  3.50014  1.46616  -0.50915  0.408


# 2
C2H5NO2 | wB97M-V/def2-TZVPD

Lowest unoccupied orbital energy (spin up / spin down), eV: 0.68 / -2.72
E_HOMO (spin up / spin down), eV: -5.944 / -10.366
Kohn-Sham gap (spin up / spin down), eV: 6.622 / 7.650
Spin multiplicity: 3
Relative energy (zero: lowest compared OMol25 entry of this formula, charge and spin), kJ/mol: 226.9

Last column: natural (NBO) charge in e.
Cartesian coordinates (Å):
C  -2.16285  0.24981  -0.17009  -0.208
C  1.18584  -0.33955  0.09653  0.187
N  -1.03333  -0.30080  -0.24326  -0.188
O  2.32898  0.29483  -0.39156  -0.682
O  0.07258  0.37712  0.32932  -0.263
H  -2.31624  1.12662  0.34358  0.156
H  -2.96574  -0.25062  -0.67809  0.184
H  2.76920  0.75789  0.42966  0.473
H  0.76639  -1.05411  -0.70347  0.190
H  1.35516  -0.86118  0.98737  0.152


# 3
C5H11NO | wB97M-V/def2-TZVPD

Lowest unoccupied orbital energy, eV: 0.87
E_HOMO, eV: -9.326
Kohn-Sham gap, eV: 10.198
Relative energy (zero: lowest compared OMol25 entry of this formula, charge and spin), kJ/mol: 55.0
SMILES string: CC(C)N(C)C=O

Last column: natural (NBO) charge in e.
Cartesian coordinates (Å):
C  -0.95629  -1.44162  -0.24063  -0.619
C  -0.58088  0.02388  -0.45023  -0.042
C  -1.62199  0.92942  0.20976  -0.618
N  0.77479  0.32247  0.05596  -0.444
C  1.68323  -0.74061  0.44797  -0.402
C  1.29458  1.56095  -0.18120  0.538
O  0.72077  2.48036  -0.73598  -0.618
H  -0.98330  -1.69646  0.82517  0.205
H  -1.96267  -1.60723  -0.63783  0.224
H  -0.27678  -2.13337  -0.74845  0.212
H  -0.57997  0.23695  -1.52860  0.199
H  -1.36871  1.98089  0.05999  0.248
H  -2.60647  0.74337  -0.23531  0.208
H  -1.68588  0.72257  1.28393  0.200
H  1.25849  -1.36484  1.23998  0.203
H  1.95748  -1.38586  -0.39884  0.189
H  2.60060  -0.28898  0.83487  0.212
H  2.33299  1.65810  0.19946  0.104


# 4
C4H14N3O | wB97M-V/def2-TZVPD

Lowest unoccupied orbital energy (spin up / spin down), eV: -8.49 / -13.67
E_HOMO (spin up / spin down), eV: -18.050 / -18.049
Kohn-Sham gap (spin up / spin down), eV: 9.558 / 4.380
Spin multiplicity: 2
Relative energy (zero: lowest compared OMol25 entry of this formula, charge and spin), kJ/mol: 375.5
Total charge: +2

Last column: natural (NBO) charge in e.
Cartesian coordinates (Å):
C  0.44989  1.97241  2.63850  -0.257
O  0.40724  0.63260  2.09381  -0.776
H  1.24169  0.16319  2.31515  0.499
H  0.46669  2.74707  1.87294  0.179
H  1.26418  1.95477  3.34523  0.215
H  -0.51308  2.02097  3.13666  0.214
C  -1.38865  -1.20349  -0.16191  -0.216
C  -0.45807  -2.24889  0.25641  -0.681
C  0.22347  0.24462  -1.63865  0.592
N  -0.89254  -0.58032  -1.59203  -0.177
N  0.41426  0.76261  -2.99051  -0.646
N  0.90653  0.80068  -0.61530  -0.687
H  -2.32404  -1.80849  -0.49681  0.289
H  -1.54369  -0.31476  0.48649  0.284
H  -0.83647  -2.63317  1.24054  0.317
H  0.47906  -1.84600  0.51914  0.222
H  -1.16326  -0.99092  -2.56680  0.472
H  -0.14396  0.34910  -3.76966  0.444
H  1.45768  0.97390  -3.19051  0.464
H  0.60418  0.61903  0.37210  0.474
H  1.62476  1.62305  -0.82343  0.489
H  -0.27586  -3.23799  -0.43136  0.287


relative energy (zero: lowest compared OMol25 entry of this formula, charge and spin) of number 2 (C2H5NO2)?
226.9 kJ/mol